This record from the OMol25 dataset describes C32H23F6IrN2OPS3 as an isolated structure in a non-equilibrium geometry. The level of theory is wB97M-V/def2-TZVPD.

Its calculated total energy is -99528.1976 eV. The value obtained for the HOMO-LUMO gap (alpha / beta) is 7.02 / 6.16 eV. As for the LUMO energy (alpha / beta): -1.811 / -2.647 eV. The multiplicity is 2.

Last column: Löwdin charge in e.
CARTESIAN COORDINATES (ANGSTROEM)
Ir 1.097 -0.371 1.224  0.94
S 3.218 -0.616 1.720  0.78
C 3.441 0.897 2.609  -0.61
C 4.174 1.011 3.767  -0.02
C 4.227 2.247 4.413  -0.16
C 4.962 2.364 5.638  -0.17
N 5.552 2.438 6.620  0.19
C 3.546 3.344 3.885  -0.16
C 2.792 3.217 2.718  -0.03
C 2.747 1.997 2.077  -0.63
S 1.746 1.720 0.643  0.70
C 3.586 4.616 4.547  -0.16
N 3.600 5.646 5.053  0.19
H 4.684 0.161 4.198  0.13
H 2.240 4.069 2.346  0.13
O -0.668 0.047 0.184  -0.71
S -1.253 -0.574 -1.078  1.05
C -0.503 0.367 -2.426  -0.25
C -0.937 -0.190 -3.753  -0.27
C -0.761 -1.536 -4.060  -0.05
C -1.171 -2.030 -5.289  -0.07
C -1.759 -1.186 -6.221  -0.08
C -1.933 0.157 -5.921  -0.07
C -1.529 0.652 -4.690  -0.04
C -2.927 0.121 -1.032  -0.24
C -2.981 1.617 -1.017  -0.28
C -2.558 2.333 0.102  -0.02
C -2.596 3.719 0.089  -0.06
C -3.063 4.397 -1.028  -0.08
C -3.495 3.687 -2.139  -0.08
C -3.451 2.301 -2.134  -0.06
H 0.569 0.270 -2.240  0.09
H -0.789 1.413 -2.304  0.10
H -0.295 -2.200 -3.342  0.09
H -1.030 -3.078 -5.520  0.11
H -2.078 -1.574 -7.178  0.11
H -2.385 0.821 -6.646  0.11
H -1.663 1.701 -4.456  0.11
H -3.343 -0.326 -0.127  0.11
H -3.440 -0.314 -1.893  0.11
H -2.197 1.809 0.977  0.11
H -2.266 4.267 0.961  0.11
H -3.100 5.478 -1.028  0.10
H -3.870 4.212 -3.008  0.10
H -3.790 1.745 -3.001  0.11
F -0.940 -0.065 2.742  -0.26
P -0.481 0.286 4.322  0.16
F 0.017 0.608 5.795  -0.11
F -1.967 0.766 4.623  -0.12
F -0.066 1.761 3.803  -0.16
F -0.844 -1.236 4.709  -0.15
F 1.017 -0.227 3.895  -0.23
C -0.567 -5.269 1.120  -0.06
C -0.476 -4.164 1.990  -0.04
C 0.209 -3.044 1.605  -0.05
C 0.815 -2.981 0.327  -0.21
C 1.502 -1.820 -0.113  -0.36
C 2.157 -1.787 -1.307  -0.12
C 2.118 -2.923 -2.153  -0.08
C 1.413 -4.035 -1.789  -0.04
C 0.746 -4.096 -0.539  -0.16
C 0.033 -5.240 -0.109  -0.02
H -1.106 -6.152 1.437  0.11
H -0.930 -4.201 2.970  0.12
H 0.284 -2.230 2.338  0.08
H 2.731 -0.912 -1.589  0.11
H 2.638 -2.891 -3.102  0.11
H 1.368 -4.897 -2.443  0.12
H -0.023 -6.096 -0.770  0.12

---

This record from the OMol25 dataset describes a 4-piece molecular cluster, C32H23IN3O9P overall in a non-equilibrium geometry. The level of theory is wB97M-V/def2-TZVPD.

Its calculated total energy is -73837.5373 eV. The value obtained for the HOMO-LUMO gap is 7.68 eV. As for the LUMO energy: -0.694 eV.

Last column: Löwdin charge in e.
CARTESIAN COORDINATES (ANGSTROEM)
O -4.719 -0.863 1.742  0.15
C -3.849 -0.498 1.002  -0.30
C -3.722 -0.966 -0.403  -0.08
C -4.830 -1.190 -1.212  0.01
C -4.650 -1.585 -2.530  -0.06
C -3.381 -1.772 -3.060  -0.06
C -2.280 -1.573 -2.234  0.00
C -2.441 -1.164 -0.919  -0.09
C -1.295 -0.890 -0.016  -0.28
O -0.284 -1.544 -0.014  0.12
C -1.509 0.276 0.884  -0.07
C -0.492 1.169 1.189  -0.04
C -0.748 2.276 1.986  -0.42
P 0.606 3.490 2.300  0.54
O 1.199 3.149 3.783  -0.39
I -0.665 5.591 2.670  0.39
C -2.035 2.463 2.496  -0.11
C -3.058 1.568 2.209  0.02
C -2.796 0.479 1.401  -0.08
H -5.833 -1.049 -0.837  0.12
H -5.491 -1.733 -3.190  0.10
H -3.253 -2.055 -4.092  0.10
H -1.283 -1.724 -2.627  0.12
H 0.486 1.005 0.758  0.11
H 1.849 3.836 3.998  0.00
H -2.255 3.307 3.129  0.03
H -4.062 1.690 2.587  0.13
C -5.053 -1.350 -9.486  -0.07
C -6.249 -1.486 -8.793  -0.06
C -6.367 -0.985 -7.507  0.00
C -5.280 -0.349 -6.936  -0.15
C -4.080 -0.209 -7.608  0.00
C -3.969 -0.715 -8.893  -0.06
N -5.404 0.203 -5.578  -0.35
O -6.467 0.048 -5.006  0.07
O -4.445 0.776 -5.105  0.08
H -4.966 -1.738 -10.492  0.11
H -7.091 -1.982 -9.256  0.11
H -7.294 -1.088 -6.963  0.12
H -3.242 0.289 -7.143  0.12
H -3.038 -0.612 -9.433  0.11
C 3.734 -4.243 1.706  -0.07
C 2.640 -3.541 1.218  -0.05
C 2.267 -2.341 1.801  0.01
C 3.005 -1.862 2.867  -0.14
C 4.095 -2.548 3.372  -0.01
C 4.458 -3.748 2.784  -0.07
N 2.624 -0.578 3.475  -0.33
O 1.652 -0.002 3.026  0.08
O 3.308 -0.165 4.392  0.07
H 4.025 -5.178 1.245  0.11
H 2.074 -3.926 0.380  0.11
H 1.415 -1.796 1.422  0.09
H 4.655 -2.158 4.209  0.11
H 5.309 -4.298 3.165  0.11
C 7.342 0.864 4.785  -0.07
C 6.085 1.008 5.358  -0.07
C 5.337 2.148 5.112  0.00
C 5.864 3.126 4.289  -0.14
C 7.115 3.002 3.713  0.00
C 7.857 1.861 3.967  -0.07
N 5.062 4.325 4.004  -0.34
O 3.975 4.414 4.545  0.05
O 5.524 5.150 3.246  0.09
H 7.922 -0.030 4.976  0.11
H 5.685 0.231 5.994  0.11
H 4.359 2.263 5.553  0.12
H 7.509 3.779 3.074  0.12
H 8.837 1.747 3.524  0.11

---

This record from the OMol25 dataset describes C32H24AsCeN4O2PS6 as an isolated structure in a non-equilibrium geometry. The level of theory is wB97M-V/def2-TZVPD.

Its charge is -2. Its calculated total energy is -191704.8381 eV. The value obtained for the HOMO-LUMO gap is 6.16 eV. As for the LUMO energy: 3.515 eV.

Last column: Löwdin charge in e.
CARTESIAN COORDINATES (ANGSTROEM)
Ce 1.044 1.391 -0.118  -0.05
S 5.010 4.689 -0.212  -0.14
As 3.310 3.483 -0.064  -0.30
S 2.865 2.145 -1.835  0.10
S 1.272 4.226 0.252  0.09
S 3.194 1.879 1.457  0.14
N -9.251 3.311 0.532  0.13
C -8.127 3.130 0.323  -0.20
C -6.761 2.919 -0.012  -0.24
C -6.489 1.872 -0.918  -0.02
C -5.166 1.559 -1.207  -0.01
C -4.102 2.253 -0.587  -0.16
C -4.405 3.341 0.281  0.03
C -5.716 3.602 0.581  -0.03
C -2.733 1.870 -0.805  -0.08
C -1.930 2.641 -1.603  -0.28
C -2.410 3.661 -2.461  0.00
C -1.282 4.024 -3.182  -0.10
C -0.207 3.341 -2.687  -0.19
N -0.578 2.446 -1.731  -0.04
C -2.312 0.710 -0.152  -0.22
C -3.248 -0.337 0.278  0.00
C -2.478 -1.443 0.384  -0.08
C -1.187 -1.139 -0.062  -0.16
N -1.084 0.120 -0.362  -0.03
H -7.319 1.412 -1.382  0.10
H -4.895 0.856 -1.991  0.13
H -3.593 3.942 0.715  0.13
H -5.971 4.469 1.140  0.11
H -3.440 3.962 -2.614  0.11
H -1.183 4.743 -3.972  0.09
H 0.850 3.488 -2.980  0.07
H -4.313 -0.305 0.411  0.10
H -2.925 -2.380 0.684  0.10
H -0.431 -1.853 -0.142  0.02
S 0.636 -4.109 -1.233  0.15
P 2.115 -2.758 -1.054  0.05
S 1.977 -0.926 -1.683  0.35
C 2.816 -2.717 0.618  -0.36
C 2.484 -3.599 1.631  -0.11
C 3.095 -3.549 2.858  -0.12
C 4.062 -2.602 3.122  -0.09
C 4.362 -1.683 2.089  -0.08
C 3.740 -1.701 0.877  -0.14
C 3.597 -3.403 -1.881  -0.37
C 4.670 -2.588 -2.260  -0.11
C 5.754 -3.098 -2.945  -0.10
C 5.802 -4.442 -3.345  -0.12
C 4.790 -5.261 -2.922  -0.13
C 3.701 -4.767 -2.188  -0.12
H 1.759 -4.375 1.481  0.07
H 2.771 -4.170 3.754  0.11
H 4.582 -2.543 4.027  0.07
H 5.070 -0.848 2.281  0.11
H 4.006 -1.020 0.125  0.06
H 4.583 -1.528 -2.035  0.08
H 6.546 -2.412 -3.280  0.10
H 6.645 -4.797 -3.952  0.10
H 4.808 -6.353 -3.148  0.10
H 2.892 -5.492 -1.884  0.07
O -1.955 2.918 2.591  0.06
C -1.341 1.895 2.760  -0.51
C -1.774 0.866 3.751  -0.09
C -0.847 -0.363 3.499  -0.04
C 0.112 0.241 2.437  -0.53
O 1.025 -0.315 1.854  -0.06
N -0.240 1.473 2.074  0.06
H -2.854 0.698 3.720  0.12
H -1.592 1.184 4.774  0.11
H -1.420 -1.173 3.086  0.09
H -0.384 -0.708 4.436  0.11

---

> Number 1 is which compound?

C32H23F6IrN2OPS3